(1)
This record from the Open Molecules 2025 dataset describes a cluster of 9 separate species, C55H124N6O12 in total. The level of theory is ωB97M-V/def2-TZVPD.

The geometry in XYZ format:
```
197
Properties=species:S:1:pos:R:3:mulliken_charge:R:1
C -4.113 0.772 1.586 -1.40
C -5.344 1.150 2.367 1.81
C -6.250 -0.103 2.411 -1.84
C -4.744 1.425 3.840 -0.67
C -5.805 2.139 4.694 -0.93
C -6.358 3.320 3.925 -1.26
C -7.048 2.950 2.565 1.22
C -8.405 2.219 2.893 -1.41
C -7.282 4.361 2.030 -1.92
N -6.120 2.285 1.809 1.04
O -6.510 2.030 0.482 -0.51
H -4.426 0.734 0.543 0.34
H -3.396 1.593 1.594 0.20
H -3.677 -0.186 1.869 -0.43
H -6.996 -0.158 3.204 0.34
H -6.749 -0.293 1.461 0.41
H -5.700 -1.034 2.545 0.37
H -4.452 0.460 4.255 0.05
H -3.954 2.172 3.765 0.40
H -6.681 1.518 4.882 0.32
H -5.427 2.392 5.685 0.43
H -5.537 4.030 3.826 0.37
H -7.146 3.748 4.544 0.57
H -9.098 2.761 3.537 0.39
H -8.152 1.297 3.415 0.27
H -8.984 2.219 1.969 0.35
H -7.775 5.139 2.613 0.36
H -7.839 4.267 1.098 0.37
H -6.298 4.714 1.722 0.40
H -5.851 2.500 -0.034 0.27
C 6.708 4.635 -0.234 -1.93
C 5.694 5.636 -0.817 1.29
C 5.402 6.832 0.184 -1.70
C 6.327 6.082 -2.127 -1.27
C 5.370 6.917 -3.078 -0.83
C 4.180 6.083 -3.387 -1.37
C 3.461 5.452 -2.170 2.39
C 2.511 6.455 -1.590 -1.84
C 2.680 4.256 -2.813 -2.55
N 4.439 4.951 -1.148 0.52
O 3.838 4.384 -0.071 -0.41
H 6.799 3.723 -0.824 0.40
H 7.684 5.116 -0.174 0.46
H 6.534 4.494 0.833 0.38
H 4.697 7.645 0.014 0.33
H 4.984 6.304 1.040 0.41
H 6.240 7.461 0.483 0.42
H 7.075 6.833 -1.874 0.51
H 6.809 5.260 -2.655 0.37
H 5.069 7.742 -2.433 0.32
H 5.935 7.287 -3.934 0.41
H 4.527 5.273 -4.029 0.40
H 3.432 6.668 -3.922 0.54
H 2.828 7.489 -1.728 0.34
H 2.291 6.267 -0.539 0.33
H 1.660 6.527 -2.267 0.44
H 2.190 4.407 -3.775 0.49
H 1.965 3.663 -2.244 0.25
H 3.340 3.459 -3.156 0.64
H 3.790 3.485 -0.404 0.28
C -4.712 -5.134 5.020 -1.69
C -3.367 -4.438 5.479 1.79
C -3.332 -3.028 4.934 -2.60
C -3.370 -4.222 6.969 -1.21
C -3.070 -5.529 7.731 -0.87
C -1.649 -5.993 7.316 -0.98
C -1.598 -6.370 5.824 1.39
C -0.164 -6.519 5.440 -2.16
C -2.347 -7.685 5.416 -1.69
N -2.137 -5.177 5.040 0.69
O -1.960 -5.216 3.686 -0.50
H -4.764 -5.132 3.931 0.38
H -4.682 -6.156 5.397 0.36
H -5.677 -4.708 5.295 0.35
H -4.131 -2.411 5.345 0.54
H -2.375 -2.522 5.067 0.47
H -3.645 -3.033 3.890 0.41
H -2.682 -3.436 7.280 0.43
H -4.344 -3.806 7.229 0.54
H -3.215 -5.404 8.804 0.43
H -3.790 -6.294 7.441 0.29
H -1.607 -6.860 7.975 0.40
H -0.895 -5.253 7.587 0.36
H 0.504 -5.708 5.727 0.37
H 0.047 -6.665 4.380 0.44
H 0.270 -7.413 5.889 0.45
H -3.283 -7.820 5.957 0.36
H -1.741 -8.522 5.763 0.51
H -2.512 -7.904 4.361 0.27
H -1.259 -4.561 3.677 0.18
C -1.469 -1.599 1.357 -0.74
C -0.228 -1.104 2.199 2.32
C -0.698 -0.026 3.253 -1.51
C 0.446 -2.284 2.969 -0.34
C 1.133 -3.242 1.999 -1.08
C 2.248 -2.430 1.394 -1.50
C 1.948 -1.119 0.635 2.79
C 3.248 -0.293 0.838 -1.98
C 1.650 -1.451 -0.808 -0.05
N 0.731 -0.478 1.274 -0.54
O 0.322 0.709 0.635 0.53
H -2.320 -1.866 1.985 -0.34
H -1.717 -0.807 0.651 0.01
H -1.199 -2.481 0.776 0.18
H -1.455 -0.448 3.915 0.04
H 0.159 0.299 3.843 0.52
H -1.277 0.763 2.773 0.12
H 1.094 -1.926 3.769 0.59
H -0.211 -2.982 3.489 -0.71
H 1.715 -4.043 2.455 0.60
H 0.346 -3.595 1.332 0.25
H 2.724 -3.214 0.805 0.16
H 3.050 -2.254 2.111 0.67
H 4.153 -0.815 0.530 0.34
H 3.368 -0.033 1.889 0.58
H 3.233 0.649 0.288 0.06
H 1.595 -0.480 -1.300 0.04
H 0.673 -1.933 -0.849 -0.66
H 2.438 -1.988 -1.335 0.09
H 0.853 1.315 1.157 0.26
C 5.105 -3.614 -6.136 -2.01
C 5.852 -3.728 -4.786 1.40
C 5.813 -5.175 -4.354 -1.73
C 7.382 -3.390 -5.123 -1.13
C 8.265 -3.289 -3.916 -0.73
C 7.867 -2.142 -2.997 -1.45
C 6.349 -2.152 -2.667 2.10
C 5.994 -3.043 -1.372 -1.62
C 5.923 -0.775 -2.284 -2.05
N 5.430 -2.651 -3.787 0.16
O 4.079 -2.701 -3.460 -0.14
H 5.600 -4.112 -6.970 0.43
H 4.054 -3.862 -5.992 0.42
H 4.973 -2.600 -6.513 0.40
H 6.670 -5.553 -3.796 0.32
H 4.952 -5.509 -3.775 0.30
H 5.857 -5.833 -5.221 0.47
H 7.879 -4.214 -5.634 0.40
H 7.244 -2.481 -5.709 0.36
H 8.267 -4.253 -3.406 0.30
H 9.291 -3.287 -4.284 0.44
H 8.398 -1.200 -3.136 0.48
H 8.448 -2.314 -2.091 0.46
H 6.711 -2.862 -0.572 0.47
H 6.127 -4.119 -1.482 0.42
H 4.998 -2.843 -0.978 0.13
H 5.555 -0.148 -3.096 0.45
H 6.728 -0.203 -1.823 0.46
H 5.082 -0.718 -1.593 0.12
H 3.754 -1.999 -4.027 0.29
C -3.449 0.311 -2.473 -1.27
O -3.641 1.769 -2.514 -0.13
C -4.587 2.114 -3.586 -1.17
C -5.292 3.419 -3.280 1.02
C -6.356 3.763 -4.271 -1.72
N -4.327 4.499 -3.151 -0.65
H -3.553 -0.277 -3.384 0.58
H -4.216 -0.172 -1.868 0.55
H -2.550 -0.043 -1.968 0.07
H -4.022 2.322 -4.495 0.39
H -5.207 1.283 -3.923 0.53
H -5.816 3.220 -2.345 -0.22
H -6.774 4.689 -3.875 0.35
H -7.068 3.036 -4.662 0.39
H -5.953 4.115 -5.221 0.40
H -3.690 4.311 -2.389 0.38
H -3.699 4.516 -3.942 0.33
O 0.802 3.719 0.292 -0.35
C -0.428 4.316 0.072 -0.34
C -1.381 3.147 -0.369 0.73
O -2.617 3.538 -0.795 -0.76
H 1.518 4.356 0.352 0.17
H -0.975 4.620 0.965 0.33
H -0.399 5.103 -0.682 0.28
H -1.620 2.306 0.283 -0.40
H -0.846 2.660 -1.185 0.10
H -2.931 2.711 -1.166 0.52
O -1.224 -3.579 -1.571 -0.40
C -1.931 -3.381 -2.778 -0.42
C -1.075 -2.631 -3.830 -0.53
O -0.720 -1.333 -3.452 0.04
H -1.023 -2.662 -1.370 -0.31
H -2.425 -4.319 -3.032 0.40
H -2.779 -2.754 -2.503 0.12
H -1.605 -2.529 -4.776 0.45
H -0.247 -3.328 -3.961 0.29
H 0.164 -1.208 -3.803 0.11
O 1.636 -0.501 -4.550 -0.76
C 1.688 0.842 -4.160 0.69
C 0.578 1.521 -4.908 -0.30
O 0.809 1.356 -6.270 -0.58
H 1.310 -0.427 -5.450 0.41
H 1.478 0.785 -3.092 -0.66
H 2.686 1.200 -4.412 0.31
H 0.357 2.541 -4.592 0.28
H -0.344 0.987 -4.679 0.14
H 1.696 1.704 -6.389 0.40
```

Results
E_HOMO (Eh): -0.28586
Electronic energy (eV): -92542.72066
SMILES: CC1(C)CCCC(C)(C)N1O.CC1(C)CCCC(C)(C)N1O.CC1(C)CCCC(C)(C)N1O.CC1(C)CCCC(C)(C)N1O.CC1(C)CCCC(C)(C)N1O.COC[C@H](C)N.OCCO.OCCO.OCCO
Gap between HOMO and LUMO (eV): 8.031
Strongest force on any atom (eV/A): 5.07

---

(2)
This record from the Open Molecules 2025 dataset describes a structure of composition C3N3O2. The level of theory is ωB97M-V/def2-TZVPD.

The geometry in XYZ format:
```
8
Properties=species:S:1:pos:R:3:mulliken_charge:R:1
C 1.328 0.607 0.030 -0.04
C -0.145 -1.530 -0.138 0.45
C -0.943 0.776 0.045 0.62
N 2.436 0.766 0.038 -0.47
N -0.389 -2.636 0.136 -0.57
N -0.005 -0.326 -0.450 -0.11
O -2.149 0.597 0.065 -0.56
O -0.133 1.746 0.274 -0.32
```

Results
E_HOMO (alpha / beta) (Eh): -0.06870 / -0.20087
Electronic energy (eV): -11671.71562
Gap between HOMO and LUMO (alpha / beta) (eV): 5.983 / 6.095
Strongest force on any atom (eV/A): 8.31
2S+1: 3
ΔE to the lowest compared entry with this formula, charge and spin (kJ/mol): 0.0
Charge: -1

---

(3)
This record from the Open Molecules 2025 dataset describes a cluster of 2 separate species, C4H9O3 in total. The level of theory is ωB97M-V/def2-TZVPD.

The geometry in XYZ format:
```
16
Properties=species:S:1:pos:R:3:mulliken_charge:R:1
C 0.583 1.570 1.806 -0.30
O -0.379 1.159 0.933 -0.78
C 0.604 0.727 3.099 -0.98
H 0.479 2.650 2.040 0.25
H 1.625 1.455 1.418 0.20
H 1.409 1.005 3.788 0.32
H 0.839 -0.291 2.770 0.23
H -0.352 0.710 3.624 0.26
O -0.519 -1.992 -0.865 -0.64
C -0.241 -1.024 -1.532 0.60
O -0.908 -0.832 -2.732 -0.47
C 0.679 0.081 -1.246 -0.59
H -1.565 -1.529 -2.766 0.29
H 0.770 0.824 -2.024 0.28
H 1.615 -0.348 -0.885 0.22
H 0.185 0.569 -0.181 0.13
```

Results
E_HOMO (Eh): -0.11738
Electronic energy (eV): -10436.58717
Gap between HOMO and LUMO (eV): 6.993
Strongest force on any atom (eV/A): 1.46
ΔE to the lowest compared entry with this formula, charge and spin (kJ/mol): 181.2
Charge: -1

---

(4)
This record from the Open Molecules 2025 dataset describes a structure of composition C26H20FeNO4. The level of theory is ωB97M-V/def2-TZVPD.

The geometry in XYZ format:
```
52
Properties=species:S:1:pos:R:3:mulliken_charge:R:1
O 4.094 -3.484 -0.975 -0.48
C 3.834 -2.413 -1.330 0.13
Fe 3.615 -0.733 -1.849 0.76
C 4.548 -0.168 -0.458 -0.01
O 5.320 0.003 0.389 -0.38
C 4.900 -0.864 -3.080 -0.08
O 5.928 -1.147 -3.537 -0.40
C 0.607 -0.296 -0.406 0.54
C 0.592 -1.515 -1.380 -0.78
C 1.740 -1.479 -2.438 -0.31
C 1.970 -0.181 -3.038 -1.02
C 2.315 0.782 -2.041 -0.66
C 1.858 0.447 -0.708 -0.21
H 0.647 -0.781 0.621 0.09
H 0.598 -2.507 -0.892 0.24
H -0.390 -1.516 -1.871 0.40
H 1.744 -2.373 -3.097 0.46
H 2.070 -0.013 -4.120 0.31
H 2.805 1.736 -2.264 0.47
H 2.133 1.145 0.082 0.23
C 3.127 3.528 2.427 -0.39
C 2.982 2.335 3.149 -0.45
C 1.832 1.560 2.988 -0.62
C 0.846 1.941 2.065 0.22
C -0.264 0.950 1.834 -0.06
C -0.596 0.745 0.339 -1.15
N -2.030 0.370 0.237 0.60
C -2.437 -0.754 0.876 -0.19
C -3.712 -1.324 0.654 0.56
C -4.613 -0.695 -0.284 0.72
C -5.815 -1.370 -0.592 -0.74
C -6.131 -2.580 0.008 -0.58
C -5.280 -3.159 0.961 -0.37
C -4.083 -2.547 1.293 -0.74
C -4.136 0.486 -0.893 -1.07
C -2.878 0.979 -0.649 -0.12
O -0.739 0.323 2.769 -0.78
C 0.988 3.153 1.362 0.24
C 2.132 3.933 1.531 -0.73
H 4.043 4.113 2.517 0.29
H 3.767 2.003 3.840 0.30
H 1.683 0.661 3.589 0.34
H -0.490 1.652 -0.238 0.47
H -1.803 -1.142 1.697 0.28
H -6.475 -0.927 -1.331 0.33
H -7.053 -3.082 -0.243 0.35
H -5.537 -4.093 1.440 0.35
H -3.370 -2.976 2.012 0.34
H -4.786 1.021 -1.568 0.34
H -2.524 1.907 -1.069 0.36
H 0.186 3.488 0.707 0.28
H 2.240 4.861 0.963 0.33
```

Results
E_HOMO (alpha / beta) (Eh): 0.05256 / -0.05806
Electronic energy (eV): -71346.14995
Gap between HOMO and LUMO (alpha / beta) (eV): 3.305 / 6.287
Strongest force on any atom (eV/A): 4.99
2S+1: 6
ΔE to the lowest compared entry with this formula, charge and spin (kJ/mol): 128.5
Charge: -2